{"formula": "C48H119B6F24N8O6", "method": "ωB97M-V/def2-TZVPD", "e_homo_ev": -10.478, "multiplicity": 1, "largest_force_ev_per_a": 4.918, "charge": 1, "orbital_gap_ev": 8.627, "energy_ev": -145212.15438, "species": ["C", "N", "C", "C", "C", "C", "O", "H", "H", "H", "H", "H", "H", "H", "H", "H", "H", "H", "H", "H", "H", "C", "N", "C", "C", "C", "C", "O", "H", "H", "H", "H", "H", "H", "H", "H", "H", "H", "H", "H", "H", "H", "C", "C", "N", "C", "C", "N", "C", "C", "H", "H", "H", "H", "H", "H", "H", "H", "H", "H", "H", "C", "C", "N", "C", "C", "C", "C", "C", "O", "C", "H", "H", "H", "H", "H", "H", "H", "H", "H", "H", "H", "H", "H", "H", "H", "H", "H", "H", "H", "H", "C", "C", "N", "C", "C", "C", "C", "C", "O", "C", "H", "H", "H", "H", "H", "H", "H", "H", "H", "H", "H", "H", "H", "H", "H", "H", "H", "H", "H", "H", "C", "C", "N", "C", "C", "C", "C", "C", "O", "C", "H", "H", "H", "H", "H", "H", "H", "H", "H", "H", "H", "H", "H", "H", "H", "H", "H", "H", "H", "H", "C", "C", "N", "C", "C", "C", "C", "C", "O", "C", "H", "H", "H", "H", "H", "H", "H", "H", "H", "H", "H", "H", "H", "H", "H", "H", "H", "H", "H", "H", "B", "F", "F", "F", "F", "B", "F", "F", "F", "F", "B", "F", "F", "F", "F", "B", "F", "F", "F", "F", "B", "F", "F", "F", "F", "B", "F", "F", "F", "F"], "coordinates": [[8.4176, -2.0854, 0.2366], [7.7117, -3.3174, -0.5302], [6.2827, -3.6406, -0.0452], [7.5789, -2.9062, -2.0077], [8.6283, -4.5794, -0.5580], [8.8534, -5.2355, 0.7949], [10.1033, -4.9582, 1.4201], [8.7208, -2.4582, 1.2149], [7.7953, -1.1929, 0.3023], [9.3396, -1.8420, -0.2914], [5.7089, -2.7146, -0.0076], [6.3398, -4.0639, 0.9576], [5.8777, -4.4389, -0.6671], [7.0692, -3.7112, -2.5373], [8.5931, -2.6132, -2.2790], [6.9527, -2.0141, -2.0096], [9.4954, -4.1071, -1.0197], [8.1942, -5.2311, -1.3162], [8.9582, -6.2894, 0.5371], [8.1444, -5.1476, 1.6181], [10.5104, -4.1761, 1.0404], [3.2343, -2.6652, 5.2876], [2.3034, -3.3118, 4.2142], [3.1121, -3.5995, 2.9060], [1.7628, -4.6630, 4.5789], [1.0038, -2.4819, 3.9341], [1.2582, -0.9780, 3.7546], [2.0397, -0.7029, 2.6882], [2.7025, -2.5533, 6.2326], [3.6434, -1.7537, 4.8519], [4.0655, -3.3655, 5.3693], [3.3830, -2.6100, 2.5378], [2.5824, -4.3131, 2.2749], [4.0642, -4.0922, 3.1028], [1.1391, -4.6065, 5.4711], [2.6694, -5.2509, 4.7219], [1.1879, -5.0167, 3.7231], [0.3579, -2.5650, 4.8081], [0.5242, -2.9426, 3.0704], [1.7117, -0.5068, 4.6266], [0.3504, -0.4010, 3.5783], [2.1898, 0.2400, 2.5890], [-0.7544, -0.3557, -1.8738], [-0.0139, -0.6659, -0.5500], [1.1314, 0.1970, -0.2764], [1.1111, 1.5900, -0.0371], [2.4122, 1.9971, 0.2629], [3.2451, 0.8862, 0.2017], [2.4636, -0.2292, -0.2352], [4.6788, 0.8556, 0.3661], [-0.0310, -0.4276, -2.6859], [-1.1070, 0.6757, -1.8812], [-1.6055, -1.0142, -2.0473], [0.2215, -1.7290, -0.6012], [-0.6839, -0.4493, 0.2821], [0.2538, 2.1879, -0.3089], [2.7739, 3.0013, 0.4278], [2.7343, -1.2538, -0.4433], [4.9150, 1.3609, 1.3025], [5.1657, 1.3773, -0.4578], [5.0843, -0.1493, 0.4837], [-5.9408, -0.6369, 2.3607], [-6.5368, -1.5733, 1.2382], [-6.1303, -1.2783, -0.2685], [-4.6405, -1.4184, -0.4473], [-6.7782, -2.3659, -1.1939], [-8.3041, -2.3427, -1.2105], [-6.5461, 0.2112, -0.5173], [-6.2531, 0.8059, -1.9304], [-6.5696, -0.0154, -3.0311], [-5.9190, 0.4191, -4.2228], [-6.4438, 0.3255, 2.4553], [-4.8792, -0.4449, 2.2049], [-6.0506, -1.2370, 3.2640], [-7.6090, -1.4139, 1.3522], [-6.2217, -2.5965, 1.4427], [-4.3311, -2.4313, -0.1898], [-4.1276, -0.6886, 0.1792], [-4.3739, -1.2022, -1.4818], [-6.4001, -3.2856, -0.7475], [-6.2600, -2.2760, -2.1487], [-8.6239, -2.9595, -0.3706], [-8.7519, -2.8382, -2.0719], [-8.7257, -1.3433, -1.1027], [-6.0573, 0.9286, 0.1419], [-7.5934, 0.2190, -0.2153], [-5.2622, 1.2392, -2.0658], [-6.8980, 1.6758, -2.0547], [-4.8639, 0.6555, -4.0852], [-6.4931, 1.1654, -4.7719], [-6.0249, -0.5254, -4.7566], [-0.5543, -5.2129, -4.1071], [-1.1143, -5.0322, -5.5757], [-2.1800, -3.8950, -5.8119], [-3.5148, -4.3492, -5.1637], [-1.8028, -2.5024, -5.1655], [-0.3540, -2.0300, -5.5162], [-2.3454, -3.5809, -7.3972], [-2.3662, -4.8900, -8.3502], [-3.1233, -5.9014, -7.7144], [-3.5237, -6.9595, -8.4699], [-0.3218, -4.1984, -3.7834], [0.4237, -5.6867, -4.0233], [-1.3157, -5.5144, -3.3877], [-1.5285, -5.9345, -6.0256], [-0.2565, -4.8124, -6.2114], [-4.3234, -3.6581, -5.4019], [-3.3598, -4.4271, -4.0876], [-3.7384, -5.3117, -5.6237], [-1.9783, -2.6055, -4.0947], [-2.5054, -1.7508, -5.5254], [-0.3015, -1.2362, -6.2614], [0.2390, -2.7434, -6.0885], [0.1433, -1.7162, -4.5984], [-1.6657, -2.7657, -7.6454], [-3.3126, -3.0913, -7.5113], [-1.3623, -5.2129, -8.6256], [-2.8628, -4.6203, -9.2822], [-2.6759, -7.5199, -8.8639], [-3.9981, -6.6258, -9.3928], [-4.1315, -7.6544, -7.8904], [2.0419, 8.1766, -1.4748], [1.8933, 8.3772, 0.0616], [1.6697, 7.0755, 0.9277], [2.9621, 6.2163, 0.6989], [1.4146, 7.3052, 2.3979], [2.6444, 7.7513, 3.1848], [0.4762, 6.2359, 0.3562], [-0.8348, 6.9730, 0.3066], [-0.7704, 8.0841, -0.6655], [-1.9063, 8.9694, -0.5568], [1.6684, 7.2650, -1.9412], [3.1195, 8.2646, -1.6133], [1.6657, 9.0391, -2.0250], [1.1604, 9.1445, 0.3110], [2.7622, 8.8416, 0.5280], [2.8901, 5.7597, -0.2882], [3.0484, 5.5169, 1.5305], [3.8163, 6.8915, 0.6484], [0.9331, 6.4345, 2.8430], [0.6166, 8.0288, 2.2312], [2.2253, 8.1238, 4.1195], [3.0999, 8.5112, 2.5498], [3.4112, 6.9972, 3.3621], [0.2867, 5.3704, 0.9912], [0.7412, 5.8592, -0.6317], [-1.0871, 7.2335, 1.3345], [-1.6609, 6.3863, -0.0953], [-2.7816, 8.3813, -0.8326], [-1.7207, 9.7788, -1.2629], [-2.0102, 9.5041, 0.3873], [-4.8620, 2.9454, 4.6504], [-3.7968, 2.6119, 3.5124], [-2.3614, 2.3044, 4.0051], [-1.5081, 1.7965, 2.8303], [-1.7306, 3.6019, 4.5866], [-1.6241, 4.8198, 3.5913], [-2.4364, 1.1845, 5.0721], [-2.9062, -0.2467, 4.6363], [-2.1726, -0.8160, 3.5217], [-2.4168, -2.1924, 3.2220], [-4.5096, 3.5651, 5.4750], [-4.9833, 1.9951, 5.1704], [-5.8648, 3.1867, 4.2978], [-3.7137, 3.3936, 2.7574], [-3.9912, 1.6474, 3.0431], [-1.3054, 2.5737, 2.0934], [-2.1452, 1.1493, 2.2276], [-0.5625, 1.3485, 3.1358], [-0.7027, 3.2804, 4.7545], [-2.2561, 3.9100, 5.4906], [-0.8488, 5.4981, 3.9474], [-2.5006, 5.4677, 3.5903], [-1.2812, 4.6715, 2.5673], [-3.0706, 1.5352, 5.8863], [-1.4052, 0.9859, 5.3641], [-3.9709, -0.2588, 4.4030], [-2.8333, -0.8898, 5.5134], [-1.9901, -2.4465, 2.2517], [-3.4670, -2.4845, 3.2196], [-1.9745, -2.8541, 3.9668], [2.6871, 3.2855, 3.4291], [2.3860, 2.0260, 3.8305], [3.9528, 3.2610, 2.8831], [1.6669, 3.7482, 2.6269], [2.7643, 4.0596, 4.5559], [2.7126, -3.8080, -2.0820], [2.5600, -5.1210, -2.3650], [3.9396, -3.5512, -2.5163], [1.7889, -3.0231, -2.7532], [2.7941, -3.6201, -0.7362], [3.4049, 4.2000, -2.5397], [4.0104, 4.0592, -1.3529], [4.2721, 5.0313, -3.3071], [3.2483, 2.8935, -3.0395], [2.2258, 4.8635, -2.3845], [-2.2152, -4.1356, -0.8568], [-2.4619, -5.4282, -1.1746], [-2.7384, -3.4028, -1.9195], [-2.7190, -3.8466, 0.4290], [-0.7864, -3.8647, -0.7727], [6.3571, -1.5552, 3.3603], [6.0592, -1.7958, 4.7135], [7.4408, -0.8018, 3.1695], [6.5108, -2.7512, 2.8281], [5.2276, -1.0092, 2.8835], [-2.9413, 3.2395, -0.4702], [-2.9966, 1.9344, 0.0243], [-1.6810, 3.7175, -0.4915], [-3.6228, 3.1401, -1.6925], [-3.6660, 4.1498, 0.2927]], "lowdin_charge": [0.074, -0.299, 0.027, 0.010, -0.074, -0.211, -0.056, 0.094, 0.104, 0.095, 0.104, 0.076, 0.110, 0.110, 0.099, 0.108, 0.127, 0.133, 0.123, 0.127, 0.076, 0.060, -0.296, 0.041, -0.020, -0.061, -0.271, -0.045, 0.108, 0.095, 0.104, 0.087, 0.106, 0.103, 0.104, 0.110, 0.105, 0.122, 0.132, 0.124, 0.093, 0.078, -0.032, -0.152, -0.037, 0.027, 0.004, -0.047, 0.096, 0.008, 0.072, 0.069, 0.060, 0.112, 0.113, 0.119, 0.122, 0.143, 0.102, 0.106, 0.078, -0.063, -0.106, -0.213, 0.015, -0.131, -0.049, -0.041, -0.183, -0.214, -0.071, 0.078, 0.048, 0.084, 0.118, 0.129, 0.088, 0.099, 0.109, 0.127, 0.117, 0.077, 0.090, 0.077, 0.128, 0.116, 0.108, 0.136, 0.097, 0.096, 0.086, -0.005, -0.118, -0.192, 0.031, -0.128, -0.046, 0.001, -0.154, -0.233, -0.119, 0.057, 0.094, 0.069, 0.108, 0.109, 0.098, 0.087, 0.089, 0.094, 0.117, 0.077, 0.075, 0.065, 0.115, 0.116, 0.124, 0.123, 0.094, 0.092, 0.105, -0.034, -0.132, -0.199, 0.061, -0.172, -0.032, -0.074, -0.162, -0.216, -0.079, 0.076, 0.082, 0.084, 0.113, 0.103, 0.078, 0.093, 0.111, 0.106, 0.117, 0.091, 0.071, 0.089, 0.114, 0.121, 0.111, 0.128, 0.090, 0.088, 0.083, -0.025, -0.103, -0.225, 0.032, -0.092, -0.043, -0.052, -0.157, -0.227, -0.077, 0.074, 0.052, 0.086, 0.114, 0.096, 0.093, 0.086, 0.098, 0.128, 0.121, 0.073, 0.082, 0.061, 0.125, 0.135, 0.093, 0.132, 0.086, 0.083, 0.080, -1.462, 0.157, 0.142, 0.121, 0.136, -1.522, 0.153, 0.161, 0.127, 0.132, -1.381, 0.148, 0.069, 0.091, 0.139, -1.293, 0.158, 0.097, 0.082, 0.057, -1.551, 0.092, 0.198, 0.180, 0.166, -1.387, 0.092, 0.169, 0.096, 0.101]}